Record 1
Here is a molecular structure, C21H29AsN3O4Tc at a distorted geometry from OMol25. Energies are from ωB97M-V/def2-TZVPD.

Element x y z (Å)
Tc (-0.56595, -1.59695, -0.65754)
C (3.34744, -2.30430, 1.02732)
C (1.90353, -2.13959, 0.75193)
N (1.40710, -1.68206, -0.37497)
O (2.18578, -1.28404, -1.43678)
C (0.87393, -2.50264, 1.69120)
C (1.08387, -3.09586, 3.04032)
N (-0.32099, -2.29448, 1.17966)
O (-1.44988, -2.52826, 1.63008)
H (3.96454, -1.75979, 0.31608)
H (3.62386, -3.36266, 0.98528)
H (3.57484, -1.95806, 2.03520)
H (2.82528, -1.97911, -1.66589)
H (1.93388, -3.77634, 3.04165)
H (0.19449, -3.63866, 3.35444)
H (1.27753, -2.31354, 3.77879)
C (4.63949, 2.79409, -1.51215)
O (3.28141, 2.70831, -1.04730)
C (2.96800, 2.37402, 0.20205)
C (3.84913, 1.96560, 1.20381)
C (3.37828, 1.71002, 2.47744)
C (2.02277, 1.85710, 2.78954)
C (1.13916, 2.24323, 1.80973)
C (1.59136, 2.48975, 0.51036)
N (0.80818, 3.04650, -0.51027)
C (-0.47728, 3.18209, -0.67537)
C (-1.58109, 2.48865, -0.05885)
C (-2.74302, 3.22077, 0.17967)
C (-3.83816, 2.65398, 0.81638)
C (-3.81338, 1.30210, 1.20265)
C (-2.73118, 0.51991, 0.89910)
C (-1.60698, 1.06726, 0.23116)
O (-0.63053, 0.31675, -0.15478)
H (5.34775, 2.97823, -0.70979)
H (4.67653, 3.62300, -2.21267)
H (4.89624, 1.87628, -2.03992)
H (4.90904, 1.88789, 1.00921)
H (4.07924, 1.43534, 3.25552)
H (1.67850, 1.73019, 3.80660)
H (0.10599, 2.42293, 2.06970)
H (1.38963, 3.53524, -1.19328)
H (-0.75195, 3.95886, -1.38253)
H (-2.76033, 4.27115, -0.08619)
H (-4.71005, 3.26030, 1.02473)
H (-4.65533, 0.87432, 1.73153)
H (-2.69506, -0.52567, 1.18852)
C (-4.38231, -2.18963, -1.14359)
As (-2.66646, -2.05695, -2.04545)
C (-2.97989, -0.75135, -3.45521)
C (-2.57779, -3.72824, -3.03690)
H (-5.12927, -2.50840, -1.86949)
H (-4.67872, -1.22682, -0.73244)
H (-4.32755, -2.92254, -0.34035)
H (-3.79810, -1.11669, -4.07459)
H (-2.09458, -0.63626, -4.07873)
H (-3.25533, 0.21757, -3.04190)
H (-3.40231, -3.73094, -3.74888)
H (-2.68961, -4.57824, -2.36589)
H (-1.64369, -3.82341, -3.58792)

Computed properties:
Expectation value of S² = 3.83
Energy above the lowest of the compared OMol25 structures with the same formula, charge and spin = 16.3 kJ/mol
Max |F| = 1.27 eV/A
E_HOMO (alpha / beta) = -16.866 / -16.782 eV
Charge = +3
Multiplicity = 4
Lowest unoccupied orbital energy (alpha / beta) = -10.6 / -12.3 eV
Orbital gap (alpha / beta) = 6.2833 / 4.5013 eV

Results of the Löwdin charge analysis, in e, for atoms 1 through 6: atom 1 (Tc): 1.356, atom 2 (C): 0.040, atom 3 (C): -0.208, atom 4 (N): -0.187, atom 5 (O): 0.011, atom 6 (C): -0.220

Record 2
Here is a molecular structure, C21H29AuF9NO3P2 at a distorted geometry from OMol25. Energies are from ωB97M-V/def2-TZVPD.

Element x y z (Å)
C (-1.04484, 2.64701, -3.08985)
C (-1.09116, 1.63708, -2.12919)
N (0.03201, 1.19123, -1.56109)
C (1.21461, 1.76825, -1.80465)
C (1.31166, 2.82512, -2.70566)
C (0.17745, 3.23822, -3.39717)
C (-2.43230, 1.15656, -1.61218)
P (-2.34246, -0.30251, -0.50582)
Au (-0.06524, -0.76023, -0.15825)
P (2.21426, -0.37887, -0.33451)
C (2.40561, 1.32121, -0.97630)
C (-0.09144, -2.25882, 1.31847)
C (-0.43502, -1.85058, 2.59710)
C (-0.51193, -2.80261, 3.62331)
C (-0.22728, -4.14328, 3.36666)
C (0.16730, -4.52552, 2.08010)
C (0.24177, -3.57767, 1.04913)
O (-2.25433, -1.97862, -6.46685)
O (1.43704, -2.53244, -3.72943)
H (-1.97928, 2.94516, -3.55424)
H (2.27477, 3.30838, -2.79629)
H (0.23705, 4.04195, -4.11746)
C (-3.34901, 0.04814, 0.94684)
C (-3.19026, -1.64423, -1.37532)
H (3.33849, 1.42055, -1.54262)
H (2.45497, 1.97946, -0.10159)
H (-3.10852, 0.92856, -2.44710)
H (-2.89488, 1.95310, -1.02694)
C (3.09307, -0.45712, 1.23882)
C (3.16783, -1.41701, -1.45218)
H (-0.62451, -0.80268, 2.80728)
H (-0.80426, -2.46285, 4.61200)
H (-0.30292, -4.89114, 4.15934)
H (0.41928, -5.56207, 1.86868)
H (0.54469, -3.86165, 0.04027)
H (0.42188, -2.08927, -1.10215)
H (2.37996, -2.52971, -4.05913)
H (-1.72520, -1.35724, -6.99189)
H (-3.11338, -1.52987, -6.33846)
H (0.95068, -2.07766, -4.44260)
H (-4.41927, 0.10861, 0.71931)
H (-3.23067, -0.73672, 1.69793)
H (-3.02532, 0.99084, 1.39856)
H (-4.27437, -1.50569, -1.40339)
H (-2.82885, -1.72301, -2.40379)
H (-2.98643, -2.59218, -0.86827)
H (4.22406, -1.10980, -1.46364)
H (3.10446, -2.45129, -1.09125)
H (2.72746, -1.38673, -2.45595)
H (4.16152, -0.22954, 1.10882)
H (2.63615, 0.22706, 1.96809)
H (3.01481, -1.48223, 1.62389)
F (2.11384, 1.26146, 3.98437)
C (0.82121, 1.67878, 4.06696)
F (0.12332, 0.60368, 4.53101)
F (0.75406, 2.66046, 5.00671)
C (0.32529, 2.13022, 2.61956)
O (0.38203, 1.11609, 1.78586)
C (-1.17673, 2.68313, 2.79969)
F (-1.31562, 3.80079, 3.56571)
F (-1.71202, 3.00581, 1.58831)
F (-1.97408, 1.71466, 3.34884)
C (1.20018, 3.37256, 2.13685)
F (1.25857, 4.42614, 2.99591)
F (2.48065, 2.95721, 1.89197)
F (0.71960, 3.86330, 0.95885)

Computed properties:
Expectation value of S² = 2.01
Energy above the lowest of the compared OMol25 structures with the same formula, charge and spin = 0.0 kJ/mol
Max |F| = 1.80 eV/A
E_HOMO (alpha / beta) = -5.977 / -8.204 eV
Charge = 0
Multiplicity = 3
Lowest unoccupied orbital energy (alpha / beta) = -0.1 / -0.2 eV
Orbital gap (alpha / beta) = 5.8795 / 7.9544 eV

Results of the Löwdin charge analysis, in e, for atoms 1 through 6: atom 1 (C): -0.025, atom 2 (C): -0.309, atom 3 (N): 0.038, atom 4 (C): -0.302, atom 5 (C): -0.018, atom 6 (C): -0.041

Record 3
Here is 3 unconnected molecules or ions with the total composition C21H29BrN4O7 at a distorted geometry from OMol25. Energies are from ωB97M-V/def2-TZVPD.

Element x y z (Å)
C (2.02382, 2.45507, 0.20630)
C (1.90096, 1.70545, -0.87536)
C (1.32594, 1.09450, -2.25860)
C (1.89119, -0.43740, -2.36521)
C (0.89959, -1.46850, -1.56118)
C (1.54617, -2.94279, -1.51332)
C (0.39972, -4.07831, -1.25207)
N (-0.59608, -4.75267, -1.09015)
N (2.04695, -3.23198, -2.93182)
C (1.03069, -3.35894, -3.75866)
O (0.14260, -3.08564, -4.62248)
C (2.82315, -3.12227, -0.54324)
Br (2.69706, -4.88277, 0.45068)
C (4.16995, -3.21951, -1.45854)
N (5.17696, -2.99747, -2.12290)
C (3.02544, -1.99028, 0.58339)
C (2.16192, -2.22904, 1.94388)
C (2.96427, -2.26065, 3.36774)
N (0.84063, -2.40216, 1.99905)
H (2.26497, 2.94601, 1.21083)
H (1.83753, 1.67546, -3.12005)
H (0.18071, 1.10043, -2.32287)
H (1.96709, -0.68537, -3.48388)
H (2.94861, -0.42956, -1.91278)
H (0.71704, -0.97804, -0.53826)
H (-0.13811, -1.50168, -2.09254)
H (2.93050, -0.89698, 0.18670)
H (4.13962, -2.07157, 0.92363)
H (3.99791, -2.78876, 3.25146)
H (2.34381, -2.79778, 4.18237)
H (3.22306, -1.17620, 3.70120)
H (0.47966, -2.39219, 1.02804)
C (-0.86874, 5.98736, 5.67126)
C (0.53682, 5.60255, 5.24832)
O (0.83777, 4.25622, 5.63571)
C (0.31746, 3.29639, 4.84872)
O (-0.35693, 3.47306, 3.85986)
O (0.65742, 2.10092, 5.36745)
C (0.09009, 0.98898, 4.67597)
H (-1.01184, 5.80544, 6.73995)
H (-1.06076, 7.04185, 5.46127)
H (-1.61762, 5.39039, 5.14448)
H (1.25809, 6.24629, 5.75892)
H (0.68705, 5.74039, 4.17304)
H (0.30510, 1.03482, 3.60572)
H (-0.98756, 0.95362, 4.85316)
H (0.53457, 0.07588, 5.07496)
C (-2.55478, -2.10415, -4.36434)
C (-3.69796, -1.65960, -5.25723)
O (-4.81273, -1.20944, -4.47692)
C (-4.70101, 0.03129, -3.96912)
O (-3.76507, 0.78313, -4.12227)
O (-5.80320, 0.28419, -3.23729)
C (-5.77256, 1.54111, -2.56385)
H (-2.89977, -2.84682, -3.63932)
H (-1.74867, -2.53423, -4.95596)
H (-2.15096, -1.26472, -3.79149)
H (-4.04898, -2.51041, -5.84727)
H (-3.38105, -0.88656, -5.96418)
H (-5.55759, 2.35802, -3.25667)
H (-5.03327, 1.51367, -1.75954)
H (-6.75664, 1.71194, -2.12470)

Computed properties:
SMILES = [H]/N=C(/C)C[C@](Br)(C#N)[C@@](C#N)(CCCC#C)N=C=O.CCOC(=O)OC.CCOC(=O)OC
Max |F| = 8.76 eV/A
E_HOMO = -10.215 eV
Charge = 0
Lowest unoccupied orbital energy = -0.6 eV
Orbital gap = 9.6000 eV

Results of the Löwdin charge analysis, in e, for atoms 1 through 6: atom 1 (C): 0.075, atom 2 (C): -0.117, atom 3 (C): -0.172, atom 4 (C): -0.188, atom 5 (C): -0.116, atom 6 (C): -0.389

Record 4
Here is 2 unconnected molecules or ions with the total composition C21H29Cl2N2O5 at a distorted geometry from OMol25. Energies are from ωB97M-V/def2-TZVPD.

Element x y z (Å)
C (4.68530, -0.78565, 0.40331)
C (3.71658, 0.30179, 0.89943)
O (2.84520, -0.14049, 1.92545)
C (1.53018, -0.44505, 1.52073)
C (1.30621, -1.93117, 1.18298)
O (0.58047, -2.06134, -0.02989)
C (1.33932, -2.33527, -1.20148)
C (0.80929, -1.45351, -2.29490)
O (1.34358, -0.14213, -2.19732)
C (0.49597, 0.83356, -2.74872)
C (-0.40893, 1.33759, -1.64516)
C (-1.65888, 0.79017, -1.51791)
N (-2.50635, 1.11253, -0.51390)
C (-3.80647, 0.38460, -0.45162)
C (-3.53003, -1.08605, -0.28689)
C (-3.57349, -1.95336, -1.37871)
C (-3.27678, -3.30389, -1.23620)
C (-2.93823, -3.81731, 0.01205)
C (-2.92387, -2.95929, 1.11190)
C (-3.21606, -1.60924, 0.96655)
C (-2.14420, 2.03604, 0.38348)
N (-3.05636, 2.35119, 1.39298)
C (-0.89666, 2.65294, 0.30980)
C (-0.02922, 2.31280, -0.70228)
C (1.30859, 2.96830, -0.81497)
O (2.09473, 2.96430, 0.06541)
O (1.53505, 3.58066, -1.98712)
H (4.44623, -1.72548, 0.88980)
H (4.53550, -0.94196, -0.66511)
H (5.72586, -0.51529, 0.53001)
H (3.17789, 0.73464, 0.05977)
H (4.30328, 1.11313, 1.32588)
H (0.87197, -0.15246, 2.33839)
H (1.21759, 0.12374, 0.64080)
H (2.25641, -2.45691, 1.15366)
H (0.71181, -2.37693, 1.97555)
H (2.40942, -2.19929, -1.06251)
H (1.13721, -3.36859, -1.48897)
H (1.04164, -1.88705, -3.27057)
H (-0.27725, -1.48243, -2.18900)
H (-0.13718, 0.42891, -3.54044)
H (1.05324, 1.64633, -3.19168)
H (-2.00022, 0.05567, -2.22534)
H (-4.40870, 0.75209, 0.36364)
H (-4.29033, 0.52084, -1.41347)
H (-3.82400, -1.55728, -2.35486)
H (-3.29785, -3.96821, -2.08629)
H (-2.69389, -4.85658, 0.14508)
H (-2.66655, -3.38195, 2.07003)
H (-3.19642, -0.98539, 1.84948)
H (-3.82431, 2.91345, 1.04308)
H (-2.57235, 2.84887, 2.13073)
H (-0.61028, 3.38511, 1.04641)
H (2.45916, 3.41059, -2.22454)
C (1.80849, 2.82446, 3.25505)
Cl (0.13877, 2.80534, 3.87631)
Cl (2.94301, 3.35995, 4.48782)
H (2.07984, 1.82369, 2.94306)
H (1.85707, 3.50626, 2.42123)

Computed properties:
Max |F| = 1.60 eV/A
E_HOMO = -11.768 eV
Charge = +1
Lowest unoccupied orbital energy = -4.2 eV
Orbital gap = 7.5363 eV

Results of the Löwdin charge analysis, in e, for atoms 1 through 6: atom 1 (C): -0.049, atom 2 (C): -0.251, atom 3 (O): -0.151, atom 4 (C): -0.176, atom 5 (C): -0.148, atom 6 (O): -0.143

Record 5
Here is a molecular structure, C21H29CuNOS3 from OMol25. Energies are from ωB97M-V/def2-TZVPD.

Element x y z (Å)
Cu (-0.25314, -0.33624, 1.58633)
C (-1.44988, -2.80122, 3.47396)
C (-0.49829, -2.26297, 4.53210)
S (-0.07518, -0.50420, 4.28858)
C (1.73851, -0.51846, 4.43763)
C (2.50726, -1.43537, 3.49814)
S (2.17858, -1.09830, 1.73514)
C (1.80770, -2.75310, 1.07491)
C (0.68104, -3.53907, 1.73122)
S (-0.92983, -2.67377, 1.73237)
H (-2.38590, -2.24158, 3.49286)
H (-1.67714, -3.84653, 3.68314)
H (0.43030, -2.82823, 4.57011)
H (-0.98063, -2.35262, 5.50472)
H (1.99388, -0.75748, 5.46978)
H (2.01017, 0.52143, 4.25168)
H (2.28781, -2.48526, 3.67992)
H (3.57298, -1.28669, 3.66870)
H (2.72333, -3.34354, 1.10811)
H (1.56455, -2.54863, 0.03184)
H (0.91233, -3.80530, 2.76064)
H (0.54390, -4.46451, 1.17284)
C (0.48917, 1.14658, -6.88726)
C (0.41207, 0.97062, -5.40129)
C (0.73986, 2.01068, -4.53620)
C (0.68346, 1.86186, -3.16495)
C (1.05984, 3.04451, -2.30520)
C (0.28471, 0.61428, -2.61744)
C (0.28901, 0.51401, -1.17331)
O (0.07549, -0.48147, -0.48223)
C (-0.07203, -0.44821, -3.48725)
C (-0.55588, -1.80608, -3.04766)
C (0.00486, -0.23979, -4.85479)
H (0.82086, 2.14853, -7.15212)
H (-0.48481, 0.97127, -7.34671)
H (1.18431, 0.42624, -7.32126)
H (1.04918, 2.95993, -4.95759)
H (1.32697, 3.88743, -2.93837)
H (1.91717, 2.82572, -1.66702)
H (0.22971, 3.35732, -1.66900)
H (0.52494, 1.44975, -0.64643)
H (-0.69269, -1.89212, -1.98003)
H (0.15423, -2.57043, -3.37088)
H (-1.50429, -2.02680, -3.54057)
H (-0.26935, -1.05151, -5.52046)
C (-2.85776, 3.69457, 1.66162)
C (-1.49916, 3.73763, 1.93281)
C (-0.78710, 2.55160, 1.95287)
N (-1.35093, 1.36260, 1.72060)
C (-2.66238, 1.32630, 1.46201)
C (-3.44984, 2.46322, 1.42385)
H (-3.44833, 4.60033, 1.63740)
H (-0.99409, 4.67238, 2.13168)
H (0.27441, 2.54848, 2.17026)
H (-3.08712, 0.34729, 1.27814)
H (-4.50681, 2.38491, 1.21209)

Computed properties:
Max |F| = 0.87 eV/A
E_HOMO = -10.326 eV
Charge = +1
Lowest unoccupied orbital energy = -2.6 eV
Orbital gap = 7.7237 eV

Results of the Löwdin charge analysis, in e, for atoms 1 through 6: atom 1 (Cu): -0.048, atom 2 (C): -0.494, atom 3 (C): -0.485, atom 4 (S): 0.889, atom 5 (C): -0.507, atom 6 (C): -0.480

Record 6
Here is C21H29N3O2S in the gas phase from OMol25. Energies are from ωB97M-V/def2-TZVPD.

Element x y z (Å)
O (0.27936, 4.71626, 2.56143)
C (0.34595, 3.60493, 2.07912)
N (-0.29152, 2.53680, 2.61169)
C (-1.12373, 2.62659, 3.76567)
C (-2.36727, 1.79508, 3.84842)
C (-1.18742, 1.47796, 4.72460)
H (-1.25257, 1.69228, 5.77940)
H (-0.61292, 0.59235, 4.49677)
H (-3.24539, 2.22842, 4.29984)
H (-2.58601, 1.12277, 3.03191)
H (-1.13320, 3.63955, 4.14493)
H (-0.21794, 1.63301, 2.17311)
C (1.16450, 3.30086, 0.82873)
C (2.33509, 2.35943, 1.12709)
C (3.13265, 2.12356, -0.16414)
N (2.34947, 1.61117, -1.26465)
C (1.19259, 2.43699, -1.52829)
C (0.31122, 2.71621, -0.29975)
H (-0.17093, 1.79392, 0.02779)
H (-0.47289, 3.42344, -0.57595)
H (0.59405, 1.97850, -2.31520)
H (1.56272, 3.39723, -1.90809)
C (2.25655, 0.17738, -1.42767)
C (1.14881, -0.55382, -0.64315)
H (1.25132, -0.37188, 0.42745)
H (0.17133, -0.19782, -0.97174)
C (1.24951, -2.05873, -0.90368)
N (1.13238, -2.32938, -2.31365)
C (0.16376, -3.05314, -2.92253)
O (0.19044, -3.29990, -4.11637)
C (-0.96173, -3.55137, -2.08809)
C (-1.78869, -2.75383, -1.40429)
C (-2.95435, -3.18185, -0.68253)
C (-3.55737, -4.41093, -0.61330)
C (-4.68428, -4.42889, 0.22914)
C (-4.93549, -3.22123, 0.80086)
S (-3.80074, -2.03098, 0.31575)
H (-5.72082, -2.95402, 1.47953)
H (-5.28518, -5.30349, 0.40348)
H (-3.21096, -5.27031, -1.15736)
H (-1.59431, -1.68970, -1.36237)
H (-1.16807, -4.60585, -2.19763)
C (2.17091, -1.70065, -3.10212)
C (2.11362, -0.18534, -2.91437)
H (2.91286, 0.29193, -3.48031)
H (1.16021, 0.17631, -3.30072)
H (2.00405, -1.97255, -4.14568)
H (3.14766, -2.08422, -2.78404)
H (0.48148, -2.60427, -0.35455)
H (2.23251, -2.41410, -0.56474)
H (3.21991, -0.22348, -1.08632)
H (3.96402, 1.44219, 0.02799)
H (3.55275, 3.08464, -0.48552)
H (1.97141, 1.40734, 1.51928)
H (2.98744, 2.80416, 1.88027)
H (1.57322, 4.26045, 0.49455)

Computed properties:
SMILES = O=C(NC1CC1)C1CCN(C2CCN(C(=O)/C=C/c3cccs3)CC2)CC1
Energy above the lowest of the compared OMol25 structures with the same formula, charge and spin = 327.8 kJ/mol
Max |F| = 0.93 eV/A
E_HOMO = -8.278 eV
Charge = 0
Lowest unoccupied orbital energy = 0.1 eV
Orbital gap = 8.4065 eV

Results of the Löwdin charge analysis, in e, for atoms 1 through 6: atom 1 (O): 0.069, atom 2 (C): -0.467, atom 3 (N): 0.112, atom 4 (C): -0.282, atom 5 (C): -0.098, atom 6 (C): -0.100